Here is a single C5H2N4O7 molecule at a distorted geometry from the Open Molecules 2025 dataset. Energies are from ωB97M-V/def2-TZVPD.

Positions of all 18 atoms, in Å:
O (-3.4845, 0.7656, 0.3011)
N (-2.4079, 1.3088, 0.6403)
O (-2.3493, 2.4034, 1.2044)
C (-1.2032, 0.6305, 0.3360)
C (-1.1847, -0.5984, -0.3236)
C (0.0368, -1.2114, -0.6892)
N (-0.0545, -2.4324, -1.4647)
O (0.7744, -2.6503, -2.3465)
O (-1.0205, -3.1815, -1.2695)
N (1.2147, -0.6361, -0.3272)
O (2.2785, -1.1685, -0.6512)
C (1.2173, 0.5404, 0.4056)
N (2.4205, 1.1581, 0.7903)
O (3.3496, 0.4475, 1.1493)
O (2.4484, 2.3976, 0.7718)
C (0.0222, 1.1928, 0.7211)
H (-2.1409, -1.0720, -0.6057)
H (0.0832, 2.1059, 1.3578)

Forces on the atoms, in the same order (eV/Å):
2.1 0.7 0.5
-3.4 0.9 0.3
0.3 -1.4 -0.6
2.4 -1.0 -0.2
0.0 -0.3 -0.5
-3.0 1.6 1.3
0.3 -2.2 -1.9
-0.7 0.8 1.3
1.0 1.5 0.5
1.5 -0.5 -0.3
0.5 -0.2 -0.1
-3.6 0.3 -0.3
2.8 1.1 0.7
-0.9 0.5 -0.3
-0.3 -1.5 -0.1
0.4 0.0 0.5
0.7 0.2 0.2
-0.2 -0.8 -0.9

Energy relative to the best compared isomer or geometry (same formula, charge and spin)   0.0000 eV

natural (NBO) atomic charge list, values in e, 6 entries: O -0.36; N 0.50; O -0.34; C -0.03; C -0.10; C 0.16


Here is 11 unconnected molecules or ions with the total composition C30H87N9O11 at a distorted geometry from the Open Molecules 2025 dataset. Energies are from ωB97M-V/def2-TZVPD.

Positions of all 137 atoms, in Å:
C (-1.7384, -8.3633, -2.0366)
O (-1.8903, -7.3235, -1.1077)
C (-3.1459, -6.6993, -1.1596)
C (-3.2237, -5.6174, -0.0913)
C (-3.0850, -6.0928, 1.3483)
N (-4.4198, -4.8811, -0.2217)
H (-2.2487, -9.2750, -1.7259)
H (-0.6857, -8.6016, -1.8845)
H (-1.9516, -8.0500, -3.0586)
H (-3.1742, -6.4197, -2.2127)
H (-3.9191, -7.4493, -0.9926)
H (-2.5031, -4.8460, -0.3631)
H (-2.0263, -6.1877, 1.5897)
H (-3.5728, -7.0577, 1.4865)
H (-3.5250, -5.4045, 2.0699)
H (-4.4284, -4.2133, 0.5360)
H (-4.4188, -4.4094, -1.1148)
C (4.1999, 3.7946, 5.6961)
O (3.4351, 3.4098, 6.7892)
C (3.9275, 2.3562, 7.5323)
C (3.1344, 2.2384, 8.9315)
C (3.9778, 2.9061, 10.0263)
N (2.9504, 0.9057, 9.3024)
H (4.1160, 2.9352, 5.0308)
H (5.1566, 4.2773, 5.8956)
H (3.6529, 4.4981, 5.0683)
H (3.8825, 1.3986, 7.0135)
H (5.0102, 2.3679, 7.6571)
H (2.2060, 2.7981, 8.8183)
H (4.0969, 3.9641, 9.7926)
H (4.9720, 2.4748, 10.1432)
H (3.4113, 2.7545, 10.9450)
H (3.8428, 0.4397, 9.3837)
H (2.5923, 0.8702, 10.2461)
C (0.8672, 7.0318, 0.7616)
O (1.3974, 6.3333, -0.3521)
C (1.7454, 7.1536, -1.4353)
C (2.4002, 6.4559, -2.6408)
C (3.8560, 5.8840, -2.4295)
N (2.7073, 7.2554, -3.7916)
H (1.4598, 7.9207, 0.9781)
H (0.8485, 6.4172, 1.6615)
H (-0.1369, 7.3633, 0.4972)
H (0.7711, 7.5429, -1.7309)
H (2.1536, 8.1516, -1.2754)
H (1.7908, 5.6238, -2.9936)
H (4.1160, 5.2201, -1.6051)
H (4.5624, 6.6819, -2.2003)
H (4.3411, 5.4835, -3.3197)
H (1.8650, 7.6216, -4.2118)
H (3.1586, 8.0892, -3.4435)
C (-5.3306, -0.1634, 2.6892)
O (-6.3705, -1.0394, 2.2674)
C (-7.5549, -0.9336, 3.0628)
C (-8.3849, -2.2683, 2.9295)
C (-9.7502, -2.1305, 3.5368)
N (-7.6374, -3.3852, 3.6666)
H (-4.5564, -0.7007, 3.2370)
H (-5.5615, 0.8799, 2.9046)
H (-4.7286, -0.0626, 1.7861)
H (-7.3488, -0.7740, 4.1212)
H (-8.0645, -0.0705, 2.6344)
H (-8.4671, -2.7036, 1.9336)
H (-10.3323, -1.3615, 3.0290)
H (-9.6275, -1.7033, 4.5321)
H (-10.3929, -3.0073, 3.4589)
H (-8.1957, -4.1849, 3.9288)
H (-6.9167, -3.7110, 3.0384)
C (-4.0499, -1.6961, -6.0694)
O (-4.4473, -1.2884, -4.7518)
C (-3.6288, -0.2245, -4.1997)
C (-3.6776, 1.1333, -4.9334)
C (-2.8097, 2.2435, -4.2712)
N (-4.9941, 1.7250, -5.3238)
H (-4.5327, -1.0386, -6.7924)
H (-4.5761, -2.5810, -6.4274)
H (-2.9655, -1.8065, -6.0793)
H (-3.9960, -0.0160, -3.1949)
H (-2.6499, -0.7008, -4.1450)
H (-3.1734, 0.8816, -5.8665)
H (-1.8860, 1.7842, -3.9193)
H (-3.2969, 2.8123, -3.4793)
H (-2.5065, 3.1053, -4.8658)
H (-5.5010, 0.9326, -5.6915)
H (-5.4473, 1.7746, -4.4226)
N (-2.3257, 3.7511, 7.7976)
C (-2.1240, 4.2549, 6.6756)
N (-1.5817, 3.4292, 5.8389)
O (-2.3308, 5.4178, 6.4267)
H (-2.8938, 4.3343, 8.3954)
H (-2.0542, 2.8361, 8.1280)
H (-1.4180, 2.4585, 6.0649)
H (-1.4012, 3.8153, 4.9232)
N (7.8283, -5.2801, 2.6974)
C (7.0203, -4.6254, 1.9287)
N (5.7992, -4.8415, 2.1154)
O (7.4124, -3.8810, 1.0554)
H (7.5251, -5.8723, 3.4573)
H (8.8254, -5.1925, 2.5622)
H (5.5232, -5.2965, 2.9738)
H (5.1706, -4.3878, 1.4680)
C (1.1831, -0.2180, -0.8440)
C (1.3540, 1.2964, -0.6910)
O (0.2654, 1.8667, -0.0446)
H (0.2585, -0.4861, -0.3327)
H (2.0497, -0.8210, -0.5725)
H (1.0361, -0.3921, -1.9099)
H (1.4629, 1.8617, -1.6166)
H (2.2271, 1.5469, -0.0885)
H (0.4868, 2.7989, -0.1037)
C (0.6149, 3.9843, -8.1917)
C (1.0902, 2.6543, -7.6559)
O (0.6001, 1.4594, -8.1402)
H (0.9735, 4.8994, -7.7204)
H (-0.4704, 3.9155, -8.1170)
H (0.9621, 4.0721, -9.2212)
H (1.0059, 2.5603, -6.5733)
H (2.1723, 2.5602, -7.7468)
H (1.3691, 0.8871, -8.1923)
C (2.6294, -5.7032, -3.5417)
C (3.6745, -6.7165, -2.9254)
O (3.7527, -7.8605, -3.6925)
H (2.8061, -5.5211, -4.6018)
H (2.5757, -4.7324, -3.0490)
H (1.6989, -6.2330, -3.3380)
H (3.3177, -7.2607, -2.0510)
H (4.6687, -6.3317, -2.6983)
H (4.3462, -8.4761, -3.2561)
C (6.5973, 0.6605, -3.1575)
C (5.5195, 0.5900, -4.2678)
O (5.5714, -0.6773, -4.8890)
H (6.7193, 1.7173, -2.9201)
H (7.5569, 0.4229, -3.6167)
H (6.5905, 0.1090, -2.2173)
H (5.8492, 1.2303, -5.0860)
H (4.4788, 0.8112, -4.0310)
H (4.8789, -0.8431, -5.5328)

Forces on the atoms, in the same order (eV/Å):
1.2 -0.1 1.1
0.4 0.0 0.8
0.4 -0.9 0.1
1.1 0.5 -0.7
0.6 -0.4 -0.3
-2.5 0.1 -0.1
-0.7 0.0 -0.3
0.2 -0.2 -0.7
-0.1 -0.1 -0.1
-0.9 1.1 0.0
-0.4 -0.1 0.1
1.4 -0.6 0.4
-0.1 -0.2 0.1
0.0 -0.1 0.0
0.0 0.2 -0.2
-0.4 0.4 -0.3
-0.3 0.3 0.1
-1.1 -0.3 -1.5
-0.7 1.3 1.0
-0.4 -1.4 1.3
2.8 2.2 -1.4
-0.6 0.8 -0.4
-0.9 -2.4 0.0
1.5 -0.3 -0.3
0.3 -0.7 0.2
-0.4 0.5 0.6
-0.9 -0.3 -0.5
0.4 0.9 0.6
-0.1 -0.2 -0.1
0.0 0.2 0.3
-0.1 -0.2 -0.2
0.2 0.4 0.3
0.2 -0.1 -0.2
-0.3 -0.1 0.1
0.0 0.4 -0.6
1.6 -0.7 0.8
-1.9 0.6 -1.2
2.2 -2.1 0.5
0.7 0.1 1.3
-1.2 1.6 -0.5
0.2 0.1 0.1
0.0 -0.3 -0.3
-0.3 0.1 0.2
-0.6 -0.1 -1.1
1.4 -0.2 1.1
-0.3 0.0 0.3
-0.9 -0.4 0.1
-0.3 0.8 0.0
-0.8 -0.3 -0.3
-0.4 0.0 -0.3
0.5 0.3 -0.1
1.2 -0.9 -2.4
-0.1 0.2 1.1
-0.3 -1.3 -1.2
1.1 -1.5 0.8
-0.4 1.3 -0.1
0.2 1.5 -0.2
-0.6 0.3 1.4
-0.5 -0.3 0.8
-0.1 0.3 -0.6
0.1 -0.1 0.1
-0.7 0.0 0.3
0.0 1.1 -0.6
0.1 0.2 -0.4
-0.3 -0.6 0.4
0.4 -0.2 0.5
-0.4 0.2 -0.2
0.2 -0.1 0.1
-1.1 0.6 0.4
-0.3 0.4 -0.1
-1.2 -0.2 0.2
1.3 0.9 -1.7
0.0 -0.4 0.2
0.8 -1.5 1.2
1.0 0.9 -0.3
0.3 -0.8 1.1
0.0 0.1 -0.6
-0.1 -0.6 0.2
0.6 0.8 0.1
0.0 0.4 -0.4
0.0 0.1 0.4
-0.3 -0.7 0.6
-0.1 -0.5 -1.0
-0.4 -0.2 -0.7
-0.5 0.7 0.4
-2.3 -2.3 8.0
1.0 2.7 -3.2
1.8 -2.2 -3.8
-0.8 2.0 -0.8
0.3 -0.3 0.3
-0.2 0.3 -0.3
0.0 0.3 -0.4
0.2 -0.5 0.1
3.5 -2.4 3.1
3.5 2.2 -2.6
-6.7 -1.1 1.2
0.8 1.1 -1.4
0.1 0.1 -0.3
-0.4 0.1 0.0
-0.7 0.2 -0.5
-0.2 -0.2 0.6
-0.2 0.8 -1.1
1.4 -0.3 0.1
-1.2 0.5 0.6
0.3 -0.3 0.2
-0.2 0.2 0.4
-0.2 -0.3 0.0
0.3 -0.6 -0.6
0.5 -0.3 0.0
-0.6 0.4 0.4
-0.6 -0.9 -0.8
2.8 0.7 2.4
-1.2 -1.0 -1.5
0.1 -0.5 0.6
-0.1 0.6 -0.4
-0.5 0.0 -0.3
-0.5 0.8 0.5
0.4 0.7 -0.3
-0.4 -0.2 -0.2
0.8 -1.4 1.1
-0.7 0.6 1.2
0.5 -1.4 -2.9
0.0 -0.3 0.0
0.3 -0.2 0.2
-0.3 0.4 -0.6
-0.5 1.8 1.4
0.0 0.5 -0.2
0.0 0.0 -0.1
0.2 0.9 -0.8
0.6 -0.5 -0.5
0.4 -1.7 0.3
-0.2 0.1 0.3
0.0 -0.3 -0.2
-0.9 -0.3 -0.3
-0.1 1.0 0.4
0.1 0.3 0.6
-0.1 0.4 0.1

Energy relative to the best compared isomer or geometry (same formula, charge and spin)   1.5083 eV

Löwdin atomic charge list, values in e, 6 entries: C -0.12; O -0.20; C -0.21; C -0.47; C -0.04; N 0.02


Here is 2 unconnected molecules or ions with the total composition C3H9ClNP at a distorted geometry from the Open Molecules 2025 dataset. Energies are from ωB97M-V/def2-TZVPD.

Positions of all 15 atoms, in Å:
C (-2.8935, 0.3162, -0.0585)
C (1.5928, 0.3840, 1.4523)
C (1.2932, -1.1940, -1.1517)
N (-1.9305, -0.6243, 0.2179)
P (0.6200, 0.3173, -0.2007)
Cl (1.4432, 1.8951, -1.0234)
H (-3.7301, -0.0501, -0.6415)
H (-2.3392, 1.2045, -0.6229)
H (-3.1385, 0.7514, 0.8687)
H (1.3675, 1.3889, 1.8263)
H (0.9826, -0.3221, 2.0354)
H (2.6603, 0.1540, 1.2334)
H (2.2012, -0.8805, -1.6259)
H (1.3883, -2.0093, -0.4521)
H (0.4825, -1.3312, -1.8573)

Forces on the atoms, in the same order (eV/Å):
2.1 1.9 -1.7
-1.2 -0.5 -1.8
-0.9 2.0 0.9
0.6 -1.4 0.0
-0.6 -1.9 1.9
1.3 1.8 -1.5
-0.4 0.0 -0.1
-1.3 -1.5 0.7
-1.1 0.8 1.3
0.5 -0.2 0.0
0.9 -0.1 0.2
-0.8 0.2 0.8
0.6 -0.3 -0.3
0.1 -0.3 0.0
0.1 -0.5 -0.3

Energy relative to the best compared isomer or geometry (same formula, charge and spin)   5.4073 eV

natural (NBO) atomic charge list, values in e, 6 entries: C -0.58; C -0.92; C -0.91; N -0.17; P 0.82; Cl -0.30